(1)
Below is a structure of composition C23H22NO2S4Sc in a non-equilibrium geometry, with properties calculated with ωB97M-V/def2-TZVPD.

Properties
max |F|: 0.04380 hartree/bohr
net charge: +2
HOMO: -13.216 eV

Last column: natural (NBO) charge in e.
Positions of all 53 atoms, in Å:
Sc: 7.67 11.20 10.09  1.88
S: 9.88 12.14 8.95  -0.16
C: 9.21 13.48 9.71  -0.08
N: 8.00 13.33 10.30  -0.72
C: 7.46 14.56 10.62  0.16
C: 6.15 14.75 10.98  -0.25
C: 5.62 16.04 10.97  -0.19
C: 6.49 17.13 10.85  -0.19
C: 7.87 16.97 10.54  -0.18
C: 8.33 15.64 10.37  -0.24
S: 9.92 15.11 9.82  0.50
H: 5.50 13.89 11.24  0.23
H: 4.53 16.23 10.95  0.24
H: 6.09 18.13 10.96  0.24
H: 8.57 17.82 10.40  0.25
O: 5.76 11.22 11.06  -1.00
S: 4.60 10.58 10.17  1.28
C: 4.54 8.82 10.78  -0.57
C: 5.84 8.00 10.99  -0.44
C: 6.43 8.10 12.42  -0.43
C: 7.93 7.68 12.43  -0.57
S: 9.10 9.05 12.58  1.29
O: 8.47 10.23 11.70  -1.05
C: 8.83 9.58 14.28  -0.26
C: 8.92 10.90 14.65  -0.20
C: 8.65 11.27 15.97  -0.18
C: 8.53 10.25 16.92  -0.16
C: 8.59 8.91 16.55  -0.17
C: 8.63 8.57 15.19  -0.21
C: 5.40 10.35 8.59  -0.34
C: 6.05 11.49 8.00  -0.34
C: 6.81 11.35 6.80  -0.13
C: 6.75 10.11 6.15  -0.16
C: 5.96 9.09 6.63  -0.16
C: 5.23 9.23 7.81  -0.17
H: 3.89 8.29 10.06  0.26
H: 3.95 8.90 11.71  0.27
H: 6.54 8.06 10.13  0.22
H: 5.50 6.94 10.91  0.26
H: 5.82 7.51 13.14  0.25
H: 6.32 9.15 12.76  0.24
H: 8.16 7.25 11.46  0.25
H: 8.20 6.99 13.23  0.27
H: 9.22 11.64 13.85  0.24
H: 8.54 12.29 16.28  0.25
H: 8.41 10.57 17.97  0.25
H: 8.57 8.18 17.30  0.24
H: 8.38 7.58 14.89  0.21
H: 5.85 12.46 8.51  0.28
H: 7.44 12.19 6.47  0.27
H: 7.27 9.89 5.24  0.26
H: 5.79 8.16 6.10  0.26
H: 4.63 8.38 8.19  0.24

---

(2)
Below is a structure of composition C23H23AsHoOP in a non-equilibrium geometry, with properties calculated with ωB97M-V/def2-TZVPD.

Properties
max |F|: 0.13576 hartree/bohr
relative energy (zero: lowest compared OMol25 entry of this formula, charge and spin): 52.2 kcal per mole
2S+1: 5
HOMO (alpha / beta): -4.609 / -4.571 eV

Last column: Löwdin spin population.
Positions of all 50 atoms, in Å:
C: -0.34 -0.63 -4.64  0.00
C: -0.60 0.17 -5.76  0.00
C: -0.39 1.56 -5.83  -0.01
C: 0.16 2.30 -4.77  0.00
C: 0.49 1.70 -3.56  -0.02
Ho: -0.02 -0.02 -2.81  4.02
P: 0.16 -2.25 -2.03  0.01
H: -0.61 -1.70 -4.75  0.00
H: -0.98 -0.33 -6.67  0.00
H: -0.60 2.07 -6.78  0.00
H: 1.09 2.29 -2.83  0.00
H: 0.43 3.35 -4.96  0.00
H: 1.40 -2.61 -1.42  0.01
H: 0.13 -3.30 -2.99  0.00
H: -0.65 -2.93 -1.06  0.00
O: 0.34 0.65 -0.72  0.00
As: 0.09 0.02 0.81  0.00
C: 0.93 1.61 1.61  0.00
C: 2.32 1.78 1.58  0.00
C: 2.92 2.94 2.06  0.00
C: 2.13 3.99 2.52  0.00
C: 0.74 3.86 2.52  0.00
C: 0.14 2.68 2.07  0.00
C: -1.87 0.04 1.29  0.00
C: -2.44 -0.96 2.12  0.00
C: -3.80 -0.96 2.42  0.00
C: -4.62 0.05 1.94  0.00
C: -4.07 1.08 1.17  0.00
C: -2.71 1.07 0.84  0.00
C: 1.06 -1.70 1.25  0.00
C: 2.46 -1.77 1.28  0.00
C: 3.12 -2.93 1.69  0.00
C: 2.39 -4.06 2.05  0.00
C: 1.00 -4.04 1.99  0.00
C: 0.35 -2.88 1.58  0.00
H: 2.98 1.04 1.19  0.00
H: 4.00 3.04 2.04  0.00
H: 2.59 4.90 2.87  0.00
H: 0.12 4.69 2.84  0.00
H: -0.94 2.61 2.06  0.00
H: -1.87 -1.73 2.58  0.00
H: -4.22 -1.75 3.04  0.00
H: -5.68 0.04 2.19  0.00
H: -4.71 1.88 0.83  0.00
H: -2.30 1.87 0.24  0.00
H: 3.07 -0.95 1.02  0.00
H: 4.20 -2.95 1.73  0.00
H: 2.91 -4.96 2.38  0.00
H: 0.44 -4.92 2.26  0.00
H: -0.72 -2.94 1.52  0.00

---

(3)
Below is a structure of composition C23H23Cl36N2O3PS in a non-equilibrium geometry, with properties calculated with ωB97M-V/def2-TZVPD.

Properties
max |F|: 0.18722 hartree/bohr
HOMO: -8.050 eV

Last column: Mulliken charge in e.
Positions of all 89 atoms, in Å:
C: -2.69 2.94 4.06  -0.62
C: -2.00 2.58 2.86  -0.14
C: -1.29 2.17 1.44  0.10
C: 0.31 2.68 1.55  -0.62
C: 1.36 1.42 1.22  -0.38
C: 1.65 1.22 -0.38  0.20
C: 1.55 -0.26 -1.13  0.19
P: 1.12 -1.82 -0.07  0.98
O: 1.32 -3.15 -0.96  -0.69
O: -0.49 -1.74 0.61  -0.23
O: 2.39 -1.91 1.17  -0.51
C: 1.83 -0.48 -2.74  -0.76
C: 2.19 0.87 -3.62  -0.29
C: 2.32 2.36 -2.94  -0.13
N: 2.64 3.70 -3.57  -0.14
S: 2.70 5.02 -2.38  0.10
N: 2.29 3.96 -1.02  -0.48
C: 2.07 2.50 -1.32  0.56
H: -3.06 2.88 5.19  0.36
H: -1.36 1.03 1.17  0.07
H: -1.87 2.78 0.59  0.32
H: 0.57 3.10 2.61  0.36
H: 0.40 3.56 0.78  0.25
H: 2.39 1.53 1.76  0.39
H: 0.83 0.46 1.70  -0.16
H: -1.02 -2.49 0.21  0.09
H: 2.14 -1.28 1.92  0.37
H: 1.77 -1.55 -3.21  0.44
H: 2.37 0.75 -4.77  0.56
C: -0.62 -0.24 5.70  0.92
Cl: -1.62 0.98 4.89  -0.08
Cl: -0.50 -1.70 4.70  -0.10
Cl: 0.99 0.40 6.06  -0.17
H: -1.11 -0.51 6.64  -0.65
C: 5.07 -0.03 -6.18  0.06
Cl: 4.39 -0.19 -7.80  -0.13
Cl: 3.82 -0.27 -4.94  -0.16
Cl: 6.40 -1.17 -5.94  -0.13
H: 5.47 0.99 -6.07  0.26
C: -1.78 -5.38 -0.89  0.14
Cl: -2.43 -3.76 -0.59  -0.25
Cl: -1.52 -6.23 0.64  -0.12
Cl: -2.86 -6.30 -1.94  -0.09
H: -0.82 -5.27 -1.39  0.30
C: 3.21 5.71 -7.09  0.04
Cl: 2.72 6.38 -5.53  -0.12
Cl: 2.83 3.98 -7.18  -0.08
Cl: 2.43 6.58 -8.42  -0.09
H: 4.30 5.83 -7.19  0.24
C: 4.79 8.47 -11.34  0.06
Cl: 5.29 7.98 -12.97  -0.12
Cl: 3.03 8.63 -11.24  -0.12
Cl: 5.38 7.31 -10.13  -0.11
H: 5.24 9.44 -11.12  0.29
C: -1.32 2.07 -4.72  -0.14
Cl: -2.42 1.18 -3.66  -0.13
Cl: 0.29 2.17 -4.00  0.18
Cl: -1.24 1.31 -6.32  -0.15
H: -1.71 3.09 -4.85  0.31
C: -3.47 -2.08 7.95  0.22
Cl: -4.39 -0.74 8.65  -0.14
Cl: -3.69 -2.14 6.19  -0.09
Cl: -1.75 -1.93 8.36  -0.16
H: -3.85 -3.02 8.37  0.14
C: 0.80 1.34 10.01  -0.07
Cl: 1.11 2.51 8.71  -0.11
Cl: -0.31 0.07 9.46  -0.01
Cl: 2.32 0.64 10.59  -0.13
H: 0.33 1.87 10.84  0.32
C: -7.02 -4.99 -1.45  0.01
Cl: -8.01 -3.77 -2.25  -0.13
Cl: -6.90 -6.45 -2.44  -0.10
Cl: -5.41 -4.35 -1.08  -0.04
H: -7.50 -5.26 -0.50  0.26
C: 6.00 4.83 0.26  -0.04
Cl: 5.31 4.66 -1.36  -0.05
Cl: 4.75 4.59 1.49  -0.09
Cl: 7.33 3.69 0.49  -0.13
H: 6.39 5.85 0.37  0.33
C: -1.36 -6.09 9.34  0.03
Cl: -0.22 -5.49 8.13  -0.11
Cl: -2.67 -4.93 9.59  -0.12
Cl: -2.01 -7.67 8.85  -0.12
H: -0.83 -6.22 10.28  0.31
C: -8.66 -9.94 -1.29  -0.03
Cl: -9.58 -8.60 -0.59  -0.10
Cl: -8.88 -9.99 -3.05  -0.11
Cl: -6.94 -9.79 -0.88  -0.10
H: -9.04 -10.87 -0.87  0.34

---

(4)
Below is the molecule C23H23F2NO3, with properties calculated with ωB97M-V/def2-TZVPD.

Properties
SMILES: COc1ccc(CNCC(O)(c2ccc(F)cc2)c2ccc(F)cc2)cc1OC
max |F|: 0.01293 hartree/bohr
relative energy (zero: lowest compared OMol25 entry of this formula, charge and spin): 0.0 kcal per mole
HOMO: -8.155 eV

Last column: natural (NBO) charge in e.
Positions of all 52 atoms, in Å:
C: 3.14 1.77 -4.39  -0.25
H: 4.01 2.34 -4.06  0.17
H: 2.23 2.38 -4.25  0.17
H: 3.25 1.53 -5.45  0.20
O: 3.04 0.54 -3.73  -0.48
C: 2.90 0.54 -2.37  0.25
C: 2.83 1.67 -1.58  -0.29
C: 2.69 1.55 -0.20  -0.22
C: 2.60 0.31 0.40  -0.04
C: 2.67 -0.83 -0.40  -0.32
C: 2.81 -0.74 -1.77  0.33
O: 2.88 -1.80 -2.62  -0.49
C: 2.81 -3.09 -2.09  -0.25
H: 2.89 -3.77 -2.94  0.20
H: 3.64 -3.29 -1.40  0.17
H: 1.86 -3.27 -1.58  0.17
H: 2.61 -1.80 0.08  0.22
C: 2.38 0.20 1.88  -0.23
N: 1.00 0.56 2.21  -0.63
H: 0.92 0.71 3.21  0.36
C: 0.05 -0.46 1.81  -0.24
H: 0.24 -0.73 0.77  0.21
C: -1.41 0.06 1.94  0.21
C: -1.75 1.18 0.97  -0.09
C: -0.85 1.72 0.06  -0.13
C: -1.24 2.75 -0.78  -0.30
C: -2.54 3.22 -0.71  0.40
C: -3.45 2.71 0.19  -0.29
C: -3.05 1.68 1.02  -0.17
H: -3.74 1.26 1.74  0.23
H: -4.45 3.10 0.23  0.23
F: -2.92 4.22 -1.54  -0.33
H: -0.55 3.18 -1.49  0.23
H: 0.16 1.37 0.01  0.23
C: -2.32 -1.12 1.66  -0.05
C: -2.47 -1.59 0.36  -0.19
C: -3.28 -2.67 0.09  -0.28
C: -3.94 -3.28 1.13  0.40
C: -3.82 -2.84 2.43  -0.28
C: -3.00 -1.75 2.69  -0.19
H: -2.89 -1.38 3.70  0.24
H: -4.36 -3.34 3.23  0.23
F: -4.74 -4.35 0.87  -0.33
H: -3.40 -3.05 -0.92  0.23
H: -1.95 -1.09 -0.45  0.22
O: -1.64 0.51 3.26  -0.72
H: -1.20 1.36 3.36  0.48
H: 0.13 -1.37 2.42  0.19
H: 3.03 0.92 2.40  0.21
H: 2.64 -0.81 2.23  0.17
H: 2.63 2.44 0.40  0.22
H: 2.90 2.65 -2.02  0.22

---

(5)
Below is the molecule C23H23N3O2, with properties calculated with ωB97M-V/def2-TZVPD.

Properties
SMILES: Cc1ccc(NC(=O)Cn2cccc2C2=N[C@@H](c3ccccc3)CO2)c(C)c1
max |F|: 0.01891 hartree/bohr
relative energy (zero: lowest compared OMol25 entry of this formula, charge and spin): 0.0 kcal per mole
HOMO: -8.161 eV

Last column: natural (NBO) charge in e.
Positions of all 51 atoms, in Å:
C: -5.16 -2.08 1.12  -0.63
C: -3.76 -1.85 0.62  -0.02
C: -3.52 -1.52 -0.71  -0.21
C: -2.23 -1.33 -1.17  -0.23
C: -1.15 -1.47 -0.30  0.21
C: -1.37 -1.81 1.04  -0.05
C: -2.68 -1.99 1.47  -0.21
H: -2.85 -2.25 2.51  0.20
C: -0.23 -1.98 2.01  -0.65
H: 0.47 -2.73 1.65  0.22
H: 0.32 -1.05 2.15  0.21
H: -0.60 -2.30 2.98  0.23
N: 0.17 -1.25 -0.71  -0.64
C: 0.66 -1.09 -1.96  0.69
O: 0.04 -1.19 -2.99  -0.61
C: 2.17 -0.74 -1.98  -0.32
N: 2.89 -1.10 -0.80  -0.30
C: 3.54 -2.26 -0.60  -0.02
C: 4.04 -2.30 0.69  -0.31
C: 3.66 -1.10 1.30  -0.22
C: 2.95 -0.36 0.36  -0.01
C: 2.34 0.93 0.52  0.53
N: 1.79 1.61 -0.41  -0.50
C: 1.23 2.81 0.18  -0.13
C: -0.27 2.77 0.01  0.07
C: -1.03 1.80 0.66  -0.25
C: -2.39 1.72 0.46  -0.19
C: -3.02 2.61 -0.39  -0.22
C: -2.28 3.58 -1.04  -0.21
C: -0.91 3.66 -0.85  -0.23
H: -0.33 4.41 -1.37  0.21
H: -2.76 4.28 -1.71  0.21
H: -4.09 2.55 -0.55  0.21
H: -2.96 0.96 0.97  0.22
H: -0.54 1.09 1.32  0.20
H: 1.63 3.68 -0.33  0.21
C: 1.70 2.73 1.66  -0.09
H: 0.87 2.78 2.37  0.20
H: 2.43 3.51 1.90  0.19
O: 2.33 1.47 1.77  -0.49
H: 3.88 -0.78 2.30  0.23
H: 4.60 -3.09 1.13  0.23
H: 3.62 -2.99 -1.38  0.22
H: 2.61 -1.24 -2.85  0.23
H: 2.22 0.34 -2.12  0.28
H: 0.83 -1.16 0.05  0.42
H: -2.04 -1.07 -2.19  0.25
H: -4.34 -1.41 -1.40  0.21
H: -5.38 -3.14 1.14  0.22
H: -5.88 -1.59 0.47  0.21
H: -5.27 -1.69 2.13  0.21

---

(6)
Below is the molecule C23H23N3O4 in a non-equilibrium geometry, with properties calculated with ωB97M-V/def2-TZVPD.

Properties
SMILES: COc1cccc(C(=O)Nc2ccc(N3CCN(C(=O)c4ccco4)CC3)cc2)c1
max |F|: 0.02678 hartree/bohr
relative energy (zero: lowest compared OMol25 entry of this formula, charge and spin): 73.0 kcal per mole
HOMO: -7.349 eV

Last column: natural (NBO) charge in e.
Positions of all 53 atoms, in Å:
C: -6.21 2.19 -1.40  -0.25
H: -7.00 2.69 -1.94  0.20
O: -6.75 0.95 -0.99  -0.49
C: -5.97 0.11 -0.26  0.31
C: -6.59 -1.08 0.15  -0.25
C: -5.90 -1.99 0.92  -0.18
C: -4.59 -1.75 1.29  -0.23
C: -3.96 -0.58 0.87  -0.04
C: -4.65 0.35 0.10  -0.34
H: -4.17 1.27 -0.18  0.22
C: -2.55 -0.35 1.31  0.65
O: -2.16 -0.67 2.41  -0.60
N: -1.78 0.24 0.35  -0.60
C: -0.43 0.61 0.40  0.10
C: 0.35 0.48 1.54  -0.16
C: 1.69 0.83 1.51  -0.29
C: 2.29 1.32 0.35  0.24
C: 1.47 1.51 -0.76  -0.27
C: 0.14 1.15 -0.74  -0.22
H: -0.46 1.29 -1.63  0.20
H: 1.87 1.95 -1.67  0.21
N: 3.64 1.69 0.29  -0.45
C: 4.48 1.50 1.46  -0.24
H: 5.38 2.12 1.30  0.20
C: 4.89 0.01 1.64  -0.25
N: 4.49 -0.70 0.44  -0.43
C: 3.39 -1.50 0.53  0.65
O: 3.05 -1.98 1.60  -0.62
C: 2.56 -1.77 -0.66  0.15
C: 1.36 -2.44 -0.63  -0.22
C: 0.82 -2.35 -1.93  -0.32
C: 1.72 -1.63 -2.65  0.11
O: 2.77 -1.27 -1.90  -0.41
H: 1.73 -1.32 -3.68  0.20
H: -0.10 -2.76 -2.27  0.23
H: 0.94 -2.92 0.23  0.25
C: 5.02 -0.07 -0.74  -0.25
H: 4.83 -0.69 -1.62  0.24
C: 4.39 1.34 -0.90  -0.23
H: 5.17 2.09 -1.05  0.20
H: 3.74 1.36 -1.77  0.21
H: 6.10 0.01 -0.61  0.20
H: 4.37 -0.45 2.48  0.25
H: 5.97 -0.09 1.79  0.20
H: 3.97 1.89 2.34  0.22
H: 2.25 0.69 2.42  0.22
H: -0.07 0.08 2.44  0.25
H: -2.22 0.39 -0.55  0.40
H: -4.04 -2.44 1.91  0.23
H: -6.39 -2.90 1.23  0.22
H: -7.61 -1.25 -0.15  0.23
H: -5.91 2.80 -0.54  0.18
H: -5.35 2.05 -2.07  0.17

---

(7)
Below is the molecule C23H24BrN3O4S2, with properties calculated with ωB97M-V/def2-TZVPD.

Properties
SMILES: O=C(NC[C@@H](c1cccs1)N1CCOCC1)c1ccccc1NS(=O)(=O)c1ccc(Br)cc1
max |F|: 0.01810 hartree/bohr
HOMO: -8.652 eV

Last column: natural (NBO) charge in e.
Positions of all 57 atoms, in Å:
O: 2.31 3.04 -0.27  -0.61
C: 1.40 2.33 -0.64  0.66
N: 1.57 1.10 -1.18  -0.64
H: 0.78 0.52 -1.40  0.43
C: 2.89 0.55 -1.34  -0.23
H: 3.02 0.19 -2.37  0.21
H: 3.60 1.36 -1.17  0.25
C: 3.21 -0.58 -0.33  -0.08
N: 2.32 -1.72 -0.43  -0.45
C: 2.03 -2.20 -1.77  -0.25
H: 1.59 -1.41 -2.37  0.20
C: 1.00 -3.33 -1.68  -0.07
O: 1.44 -4.39 -0.87  -0.52
C: 1.73 -3.92 0.42  -0.08
C: 2.81 -2.84 0.37  -0.26
H: 3.04 -2.50 1.38  0.22
H: 3.73 -3.27 -0.08  0.17
H: 2.07 -4.78 1.00  0.19
H: 0.83 -3.49 0.88  0.19
H: 0.80 -3.75 -2.67  0.19
H: 0.07 -2.90 -1.27  0.18
H: 2.95 -2.58 -2.27  0.17
C: 3.10 0.01 1.05  -0.17
C: 2.08 -0.12 1.94  -0.34
C: 2.26 0.66 3.10  -0.25
C: 3.41 1.37 3.08  -0.41
S: 4.30 1.10 1.63  0.46
H: 3.80 2.04 3.81  0.24
H: 1.56 0.68 3.92  0.22
H: 1.25 -0.80 1.78  0.25
H: 4.27 -0.87 -0.52  0.19
C: -0.03 2.79 -0.61  -0.16
C: -0.34 3.97 -1.27  -0.16
C: -1.64 4.45 -1.30  -0.21
C: -2.63 3.77 -0.62  -0.20
C: -2.33 2.61 0.08  -0.24
C: -1.04 2.11 0.09  0.20
N: -0.78 0.93 0.82  -0.89
S: -1.26 -0.49 0.08  2.30
O: -0.90 -0.46 -1.32  -0.96
O: -0.76 -1.56 0.88  -0.93
C: -3.03 -0.45 0.21  -0.27
C: -3.61 -0.66 1.45  -0.19
C: -4.99 -0.63 1.57  -0.23
C: -5.76 -0.39 0.44  -0.06
C: -5.18 -0.18 -0.80  -0.24
C: -3.80 -0.22 -0.92  -0.18
H: -3.31 -0.06 -1.86  0.25
H: -5.80 0.00 -1.66  0.24
Br: -7.64 -0.33 0.61  0.08
H: -5.46 -0.79 2.53  0.24
H: -2.97 -0.86 2.30  0.25
H: 0.18 0.85 1.15  0.44
H: -3.10 2.10 0.64  0.22
H: -3.65 4.14 -0.63  0.22
H: -1.87 5.36 -1.83  0.22
H: 0.45 4.50 -1.78  0.23

---

(8)
Below is the molecule C23H24ClN3O3, with properties calculated with ωB97M-V/def2-TZVPD.

Properties
SMILES: Cc1cccc(N2CCN(C(=O)Cc3c(C(=O)O)[nH]c4ccc(Cl)cc34)CC2)c1C
max |F|: 0.01605 hartree/bohr
relative energy (zero: lowest compared OMol25 entry of this formula, charge and spin): 2.0 kcal per mole
HOMO: -7.904 eV

Last column: natural (NBO) charge in e.
Positions of all 54 atoms, in Å:
C: 0.54 2.97 5.68  -0.63
C: 1.28 1.97 4.84  0.01
C: 2.46 1.42 5.31  -0.24
C: 3.17 0.52 4.54  -0.19
C: 2.68 0.13 3.31  -0.29
C: 1.47 0.63 2.83  0.25
C: 0.79 1.61 3.58  -0.07
C: -0.41 2.31 3.02  -0.64
H: -0.38 3.36 3.28  0.22
H: -1.34 1.89 3.42  0.22
H: -0.43 2.22 1.94  0.23
N: 0.94 0.23 1.60  -0.48
C: 1.83 -0.38 0.63  -0.22
H: 2.62 0.33 0.40  0.22
C: 1.06 -0.73 -0.64  -0.22
N: 0.10 -1.77 -0.33  -0.44
C: -0.43 -2.65 -1.20  0.70
O: -1.26 -3.47 -0.86  -0.64
C: 0.05 -2.57 -2.65  -0.54
C: -0.47 -1.35 -3.33  0.00
C: 0.24 -0.33 -3.95  -0.02
N: -0.65 0.58 -4.48  -0.50
C: -1.92 0.18 -4.22  0.15
C: -3.14 0.76 -4.55  -0.23
C: -4.28 0.12 -4.14  -0.21
C: -4.22 -1.08 -3.41  -0.06
C: -3.02 -1.67 -3.08  -0.21
C: -1.85 -1.03 -3.49  -0.04
H: -2.99 -2.59 -2.51  0.25
Cl: -5.71 -1.82 -2.93  0.00
H: -5.25 0.53 -4.38  0.23
H: -3.19 1.69 -5.11  0.22
H: -0.36 1.39 -5.00  0.43
C: 1.67 -0.16 -4.08  0.77
O: 2.52 -0.86 -3.58  -0.60
O: 1.99 0.91 -4.85  -0.70
H: 2.95 0.98 -4.91  0.51
H: -0.34 -3.45 -3.15  0.25
H: 1.14 -2.59 -2.71  0.26
C: -0.37 -1.79 1.04  -0.23
H: 0.28 -2.43 1.66  0.19
C: -0.39 -0.37 1.60  -0.22
H: -1.07 0.23 0.98  0.19
H: -0.79 -0.39 2.62  0.22
H: -1.37 -2.22 1.05  0.25
H: 1.76 -1.06 -1.40  0.24
H: 0.54 0.17 -1.01  0.19
H: 2.30 -1.31 1.00  0.17
H: 3.24 -0.59 2.74  0.21
H: 4.10 0.12 4.90  0.21
H: 2.83 1.71 6.28  0.21
H: -0.51 2.71 5.77  0.22
H: 0.61 3.97 5.24  0.22
H: 0.97 3.02 6.68  0.22